No. 1
This record from the OMol25 dataset describes 10 unconnected molecules or ions with the total composition C61H64ClF2N10O7PS in a non-equilibrium geometry. The level of theory is wB97M-V/def2-TZVPD.

Values from the calculation:
* orbital gap: 7.923 eV
* calculated total energy: -131605.677 eV
* lowest unoccupied orbital energy: -1.4 eV
* net charge: 0

Positions of all 147 atoms, in Å:
C  -0.0901  5.8946  0.8858
O  -0.0901  5.7937  2.3070
C  -0.8757  4.6956  2.7612
C  -0.1453  3.2756  2.5720
C  0.0663  2.6732  4.0036
C  0.5902  1.1576  4.0159
C  1.4593  0.8393  2.7781
C  0.7913  0.3096  1.5769
P  -1.0770  -0.0193  1.6048
O  -1.1676  -1.6665  1.9580
Cl  -1.9096  0.3923  -0.2832
C  1.5423  0.0220  0.3342
O  0.9692  -0.4743  -0.8186
C  2.9640  0.2904  0.3441
C  3.6263  0.7824  1.5572
C  2.9217  1.0710  2.7859
S  3.8258  1.7156  4.2047
O  5.2473  1.4642  4.1855
O  3.6509  3.1532  4.3553
F  3.2829  1.0808  5.6618
C  5.1185  0.8691  1.1155
O  6.1537  0.6782  1.6651
N  4.9913  1.1988  -0.2998
C  6.2957  1.2465  -1.0016
C  7.1213  2.5571  -0.6495
C  8.5274  2.2434  -0.0263
F  6.3795  3.4433  0.1772
C  4.0774  0.1684  -0.7417
O  4.1667  -0.5668  -1.6771
H  -1.1245  6.0066  0.4517
H  0.4217  5.0122  0.4246
H  0.4537  6.8460  0.6358
H  -1.1220  4.8125  3.8439
H  -1.8386  4.6765  2.1730
H  0.8008  3.4587  2.0046
H  -0.8227  2.6816  1.9094
H  0.8606  3.2927  4.5010
H  -0.8732  2.7042  4.6036
H  1.1188  1.0266  4.9938
H  -0.3184  0.4984  4.0813
H  -0.8940  -2.1144  1.1261
H  0.5385  0.3010  -1.2368
H  6.0912  1.3018  -2.1017
H  6.9064  0.3366  -0.7744
H  7.3282  3.1279  -1.5937
H  9.1347  3.1829  0.0253
H  8.4598  1.8359  1.0114
H  9.0886  1.5217  -0.6774
N  4.5132  -2.2782  7.4680
C  4.6244  -1.4128  6.4526
C  5.4016  -1.6391  5.3314
C  6.1134  -2.8253  5.2514
C  6.0180  -3.7367  6.2912
C  5.2067  -3.4170  7.3695
H  4.0553  -0.4963  6.5552
H  5.4491  -0.9033  4.5394
H  6.7347  -3.0375  4.3886
H  6.5587  -4.6739  6.2662
H  5.0964  -4.0997  8.2057
N  0.9181  -3.5084  1.3830
C  1.9396  -2.9390  2.0331
C  3.1996  -3.5050  2.1376
C  3.4169  -4.7349  1.5378
C  2.3742  -5.3468  0.8602
C  1.1527  -4.6951  0.8112
H  1.7204  -1.9800  2.4889
H  3.9898  -2.9963  2.6753
H  4.3881  -5.2117  1.5978
H  2.5060  -6.3075  0.3803
H  0.3080  -5.1328  0.2899
N  -6.4454  -2.2205  1.4632
C  -7.1715  -2.5411  0.3842
C  -6.8189  -2.2021  -0.9138
C  -5.6500  -1.4867  -1.1057
C  -4.8804  -1.1399  -0.0049
C  -5.3188  -1.5303  1.2499
H  -8.0803  -3.0986  0.5870
H  -7.4424  -2.4896  -1.7508
H  -5.3390  -1.2005  -2.1040
H  -3.9598  -0.5793  -0.1192
H  -4.7497  -1.2863  2.1417
N  6.6943  -0.3501  -5.7044
C  5.7020  -0.4283  -4.8118
C  4.9883  -1.5864  -4.5496
C  5.3175  -2.7321  -5.2557
C  6.3415  -2.6766  -6.1885
C  6.9953  -1.4683  -6.3722
H  5.4782  0.4942  -4.2866
H  4.1970  -1.5905  -3.8137
H  4.7825  -3.6582  -5.0811
H  6.6269  -3.5505  -6.7595
H  7.8054  -1.3760  -7.0880
N  9.8228  5.7544  0.5318
C  10.8912  6.1451  1.2344
C  10.9518  7.3286  1.9524
C  9.8432  8.1596  1.9405
C  8.7243  7.7776  1.2185
C  8.7647  6.5717  0.5369
H  11.7349  5.4634  1.2111
H  11.8434  7.5926  2.5058
H  9.8510  9.0946  2.4883
H  7.8400  8.4003  1.1853
H  7.9118  6.2279  -0.0390
N  -8.6480  1.7981  -0.1725
C  -8.7464  3.1100  -0.4117
C  -7.6964  4.0025  -0.2633
C  -6.4727  3.5096  0.1615
C  -6.3464  2.1539  0.4176
C  -7.4575  1.3455  0.2346
H  -9.7239  3.4486  -0.7387
H  -7.8334  5.0551  -0.4742
H  -5.6269  4.1750  0.2912
H  -5.4069  1.7326  0.7513
H  -7.4070  0.2779  0.4185
N  -7.5050  -2.4636  -4.3622
C  -8.0180  -1.5528  -5.1967
C  -8.3359  -1.8120  -6.5203
C  -8.1064  -3.0869  -7.0118
C  -7.5739  -4.0478  -6.1677
C  -7.2942  -3.6874  -4.8593
H  -8.1768  -0.5691  -4.7670
H  -8.7517  -1.0359  -7.1497
H  -8.3398  -3.3288  -8.0408
H  -7.3806  -5.0539  -6.5161
H  -6.8797  -4.4060  -4.1595
N  -5.9825  -2.7155  -9.4545
C  -5.1022  -3.6738  -9.7619
C  -3.7343  -3.4677  -9.8451
C  -3.2477  -2.1942  -9.5994
C  -4.1400  -1.1835  -9.2804
C  -5.4888  -1.4957  -9.2198
H  -5.5306  -4.6529  -9.9488
H  -3.0683  -4.2828  -10.0960
H  -2.1847  -1.9914  -9.6556
H  -3.7976  -0.1763  -9.0824
H  -6.2252  -0.7387  -8.9703
N  -7.9294  -2.5270  6.5034
C  -7.6978  -2.4450  5.1888
C  -8.6147  -2.8172  4.2188
C  -9.8429  -3.3070  4.6326
C  -10.1065  -3.4035  5.9901
C  -9.1219  -3.0009  6.8784
H  -6.7222  -2.0592  4.9134
H  -8.3716  -2.7258  3.1687
H  -10.5872  -3.6102  3.9053
H  -11.0541  -3.7817  6.3513
H  -9.2825  -3.0541  7.9502

=====

No. 2
This record from the OMol25 dataset describes 2 unconnected molecules or ions with the total composition C8H16S4. The level of theory is wB97M-V/def2-TZVPD.

Values from the calculation:
* orbital gap: 8.951 eV
* calculated total energy: -51897.456 eV
* lowest unoccupied orbital energy: 0.6 eV
* energy above the lowest of the compared OMol25 structures with the same formula, charge and spin: 0.00 kcal per mole
* net charge: 0

Positions of all 28 atoms, in Å:
S  -1.7592  -0.7243  -1.5152
S  -0.5452  -2.3145  -1.9669
C  -1.1414  0.4453  -2.7559
C  1.0589  -1.5093  -1.7068
C  0.3236  0.8118  -2.5296
C  1.2977  -0.3613  -2.6850
H  -1.3047  0.0128  -3.7617
H  -1.7883  1.3391  -2.6648
H  1.8139  -2.3069  -1.8456
H  1.1176  -1.1698  -0.6548
H  0.4253  1.2416  -1.5146
H  0.6020  1.5980  -3.2575
H  2.3277  0.0154  -2.5345
H  1.2322  -0.7592  -3.7159
S  1.5828  -1.0073  2.4190
S  1.7213  0.8094  1.4772
C  -0.1746  -1.3344  2.1132
C  0.4712  1.7054  2.4382
C  -1.0823  -0.3112  2.7921
C  -0.9275  1.1184  2.2617
H  -0.3427  -1.3690  1.0195
H  -0.3585  -2.3497  2.5142
H  0.5087  2.7483  2.0690
H  0.7808  1.7131  3.5010
H  -0.8744  -0.3242  3.8793
H  -2.1331  -0.6277  2.6466
H  -1.6478  1.7699  2.7929
H  -1.1842  1.1406  1.1851

=====

No. 3
This record from the OMol25 dataset describes a molecular structure, C4F18O12PPdS4 in a non-equilibrium geometry. The level of theory is wB97M-V/def2-TZVPD.

Values from the calculation:
* orbital gap (alpha / beta): 7.962 / 7.918 eV
* calculated total energy: -133746.997 eV
* lowest unoccupied orbital energy (alpha / beta): 6.7 / 6.7 eV
* spin multiplicity: 3
* energy above the lowest of the compared OMol25 structures with the same formula, charge and spin: 13.06 kcal per mole
* net charge: -3

Positions of all 40 atoms, in Å:
Pd  0.1115  -0.4241  0.5454
C  -1.8191  3.9975  0.3523
F  -2.7116  3.6880  -0.6416
F  -1.8182  5.3682  0.4528
F  -2.3424  3.4891  1.4379
S  -0.0865  3.1541  0.0094
O  0.6608  3.5863  1.1723
O  -0.3451  1.6937  0.1100
O  0.5053  3.6595  -1.2809
C  -3.3106  -0.7261  -2.5516
F  -3.2253  0.6409  -2.6051
F  -4.0556  -1.1885  -1.5644
F  -3.7778  -1.0236  -3.7323
S  -1.5389  -1.4846  -2.3932
O  -0.8148  -0.8017  -1.3101
O  -1.7059  -2.8731  -2.0028
O  -0.9667  -1.3449  -3.7279
C  2.3465  -2.9664  3.1585
F  3.0454  -2.2903  4.1266
F  2.9270  -4.1414  2.7976
F  1.0905  -3.1031  3.5039
S  2.3581  -1.8782  1.5589
O  1.9207  -0.5218  1.9834
O  3.6901  -1.9985  0.9735
O  1.2373  -2.3378  0.7325
C  2.6813  1.0449  -3.1845
F  1.7385  1.9586  -3.3163
F  2.2806  -0.0287  -3.8645
F  3.9070  1.4834  -3.6207
S  2.8738  0.6371  -1.3525
O  3.3126  1.8930  -0.6676
O  1.5690  0.1575  -0.9188
O  3.8912  -0.4260  -1.3418
P  -1.9887  -0.9473  2.4860
F  -2.0339  0.0652  1.1691
F  -3.3204  -1.7079  1.9574
F  -1.1945  -2.0535  1.5254
F  -1.9212  -2.0139  3.6489
F  -0.4956  -0.3803  2.9043
F  -2.6743  0.1447  3.4705

=====

No. 4
This record from the OMol25 dataset describes a single CH4I2Si molecule in a non-equilibrium geometry. The level of theory is wB97M-V/def2-TZVPD.

Values from the calculation:
* orbital gap: 9.811 eV
* calculated total energy: -25182.462 eV
* lowest unoccupied orbital energy: 0.3 eV
* energy above the lowest of the compared OMol25 structures with the same formula, charge and spin: 13.90 kcal per mole
* net charge: 0

Positions of all 8 atoms, in Å:
C  1.0158  -0.0075  0.4733
Si  -0.4982  0.1710  -0.5832
I  -1.8117  2.1322  0.0352
I  -1.7884  -1.8778  0.0439
H  0.6716  0.0523  1.6267
H  1.1771  -1.1341  0.2251
H  1.9034  0.5241  0.2729
H  -0.6697  0.1398  -2.0940

=====

Number 1: molar mass 1185.74 u. Number 2: molar mass 240.48 u. Number 3: molar mass 847.66 u. Number 4: molar mass 297.94 u.